No. 1
{
  "formula": "C26H16F8N2OS",
  "method": "ωB97M-V with the def2-TZVPD basis set",
  "homo_lumo_gap_ev": 3.337,
  "charge": 0,
  "e_lumo_ev": -2.141,
  "species": ["F", "C", "F", "F", "C", "C", "C", "C", "S", "C", "C", "H", "H", "H", "H", "C", "N", "C", "C", "N", "C", "C", "F", "C", "F", "C", "F", "C", "F", "C", "F", "C", "C", "C", "C", "C", "C", "C", "C", "C", "C", "O", "H", "H", "H", "H", "H", "H", "H", "H", "H", "H", "H", "H"],
  "coordinates": [[4.5632, 0.0011, -0.4857], [3.5089, 0.3960, -1.2630], [4.0159, 0.6679, -2.5042], [2.6943, -0.7035, -1.4055], [2.7665, 1.5628, -0.6758], [2.1333, 2.4676, -1.5329], [1.4274, 3.5259, -0.9995], [1.3062, 3.6780, 0.4148], [0.3873, 4.8960, 1.0605], [1.9914, 2.7534, 1.2591], [2.7002, 1.7013, 0.7138], [2.2064, 2.3307, -2.6090], [0.9396, 4.2493, -1.6485], [1.9317, 2.8855, 2.3376], [3.2088, 0.9813, 1.3502], [-4.6487, 1.4971, -1.4123], [-4.9715, 2.6031, -0.5273], [-6.0468, 3.4363, -0.7814], [-6.1369, 4.3033, 0.2474], [-5.1318, 3.9825, 1.1562], [-4.9719, 4.6321, 2.4252], [-4.8248, 6.0107, 2.4498], [-4.7998, 6.6919, 1.2783], [-4.6362, 6.6874, 3.6505], [-4.5255, 8.0328, 3.6685], [-4.5481, 5.9530, 4.8327], [-4.2740, 6.5832, 5.9929], [-4.7331, 4.5678, 4.8309], [-4.5785, 3.8573, 5.9701], [-5.0278, 3.9316, 3.6284], [-5.3747, 2.6189, 3.6135], [-4.4011, 2.9633, 0.6491], [-3.2621, 2.2653, 1.2706], [-2.4700, 2.9917, 2.2716], [-1.7743, 2.2872, 3.1968], [-1.2276, 2.8688, 4.4083], [-0.8816, 2.0682, 5.5277], [-0.3978, 2.6534, 6.6899], [-0.2559, 4.0474, 6.7716], [-0.6084, 4.8498, 5.6846], [-1.0573, 4.2672, 4.5026], [-3.0349, 1.0781, 0.9679], [-3.6080, 1.1947, -1.3021], [-5.3044, 0.6412, -1.2050], [-4.8423, 1.8310, -2.4370], [-6.6444, 3.3393, -1.6677], [-6.8430, 5.0933, 0.4099], [-2.4414, 4.0798, 2.1753], [-1.6958, 1.2023, 3.0745], [-1.0047, 0.9831, 5.4541], [-0.1250, 2.0305, 7.5439], [0.1277, 4.5039, 7.6824], [-0.5218, 5.9362, 5.7401], [-1.2184, 4.8827, 3.6140]],
  "atomic_forces_ev_per_a": [[-0.643, 0.025, -0.553], [-0.053, 0.245, 0.116], [-0.302, -0.383, 0.692], [0.675, 0.375, -0.059], [0.496, -0.557, -0.287], [0.072, -0.032, 0.301], [0.104, -0.336, 0.445], [1.025, -1.444, -0.720], [-1.591, 1.890, 0.982], [-0.166, -0.001, -0.566], [-0.058, 0.122, -0.287], [0.025, 0.056, 0.157], [0.044, -0.104, 0.192], [-0.030, 0.026, -0.218], [-0.046, 0.128, -0.084], [0.208, -0.544, -0.578], [-0.162, 0.801, 0.977], [0.580, -0.078, 0.418], [0.038, -0.248, 0.256], [-0.219, 0.078, -0.388], [-0.344, 0.047, -0.126], [0.443, 0.611, -0.549], [-0.097, -0.479, 0.995], [-0.012, 0.631, 0.059], [0.008, -1.223, -0.011], [0.230, 0.331, 0.722], [-0.298, -0.563, -1.074], [0.286, -0.405, 0.423], [-0.418, 0.719, -1.078], [-0.213, -0.829, 0.115], [0.620, 1.100, 0.030], [-1.217, -0.261, -1.155], [2.438, -2.230, 0.749], [-0.103, -0.094, -0.690], [-0.420, -0.057, -0.135], [0.697, 0.557, 0.687], [-0.216, 0.160, -0.720], [0.065, 0.301, 0.076], [-0.226, -0.290, -0.154], [0.006, -0.106, -0.140], [-0.019, -0.208, 0.085], [-1.101, 1.956, 0.087], [-0.206, 0.103, 0.050], [0.257, 0.259, 0.140], [0.136, -0.027, 0.225], [0.009, 0.000, -0.070], [0.017, 0.112, 0.181], [-0.081, -0.360, 0.412], [-0.305, 0.282, 0.112], [0.074, 0.362, 0.076], [-0.083, 0.178, -0.284], [-0.105, -0.118, -0.177], [0.118, -0.331, 0.010], [0.062, -0.144, 0.335]],
  "nbo_charge": [-0.339, 0.974, -0.339, -0.348, -0.190, -0.189, -0.268, -0.168, -0.471, -0.273, -0.187, 0.212, 0.211, 0.211, 0.213, -0.413, -0.254, -0.029, -0.026, -0.303, 0.043, 0.341, -0.283, 0.282, -0.268, 0.322, -0.267, 0.287, -0.267, 0.359, -0.287, 0.380, 0.469, -0.372, -0.011, -0.141, -0.105, -0.244, -0.177, -0.219, -0.161, -0.518, 0.274, 0.232, 0.220, 0.251, 0.256, 0.239, 0.234, 0.207, 0.220, 0.219, 0.222, 0.239]
}

***

No. 2
{
  "formula": "C40H42N5O2SScSe2Si2",
  "method": "ωB97M-V with the def2-TZVPD basis set",
  "de_lowest_kcal_mol": 44.2,
  "homo_lumo_gap_ev": 5.507,
  "charge": -2,
  "e_lumo_ev": 4.127,
  "species": ["Sc", "O", "C", "O", "C", "C", "C", "C", "C", "C", "S", "H", "H", "H", "H", "Se", "Se", "C", "C", "C", "C", "C", "N", "C", "C", "C", "C", "C", "N", "H", "H", "H", "H", "H", "H", "H", "H", "C", "Si", "C", "C", "N", "C", "C", "C", "C", "C", "C", "N", "Si", "C", "C", "C", "H", "H", "H", "H", "H", "H", "H", "H", "H", "H", "H", "H", "H", "H", "H", "H", "H", "H", "H", "H", "H", "H", "C", "C", "C", "C", "N", "C", "C", "C", "C", "C", "C", "C", "H", "H", "H", "H", "H", "H", "H", "H"],
  "coordinates": [[-0.0774, 0.0425, 0.1336], [3.4162, -1.1653, 2.2295], [2.1547, -1.2788, 2.1758], [1.4614, -0.6998, 1.2965], [1.5424, -2.1855, 3.1818], [2.3661, -2.5945, 4.2297], [1.9246, -3.4400, 5.2234], [0.6149, -3.9105, 5.1665], [-0.2074, -3.5371, 4.1338], [0.2143, -2.6620, 3.1124], [-0.9182, -2.2890, 1.8748], [3.3805, -2.2180, 4.2407], [2.5865, -3.7376, 6.0280], [0.2440, -4.5727, 5.9423], [-1.2244, -3.8998, 4.0819], [3.9407, -1.5349, -0.0180], [3.9527, -1.4280, -2.4022], [3.3874, 0.4206, -2.2664], [3.8630, 1.3655, -3.1665], [3.5736, 2.6949, -2.9086], [2.8494, 3.0206, -1.7721], [2.3811, 1.9919, -0.9635], [2.6458, 0.7166, -1.2199], [2.8792, -3.0789, 0.3120], [3.3411, -4.0039, 1.2446], [2.4701, -4.9967, 1.6486], [1.2033, -5.0464, 1.0871], [0.8629, -4.0981, 0.1343], [1.6911, -3.1424, -0.2532], [4.4435, 1.0523, -4.0225], [3.9410, 3.4710, -3.5706], [2.6386, 4.0484, -1.5214], [1.8505, 2.1956, -0.0367], [4.3259, -3.8879, 1.6738], [2.7742, -5.7169, 2.3988], [0.4850, -5.7872, 1.4035], [-0.1156, -4.0975, -0.3277], [0.6445, 3.7227, 3.7185], [-0.2066, 2.1186, 3.0180], [-1.9639, 2.0247, 3.8326], [0.7550, 0.7983, 3.9888], [-0.2064, 1.9447, 1.3146], [-0.8434, 2.8919, 0.5220], [-1.4663, 4.0153, 1.0733], [-2.1338, 4.9750, 0.3321], [-2.2159, 4.8170, -1.0338], [-1.6131, 3.7143, -1.6143], [-0.8998, 2.7453, -0.9067], [-0.2667, 1.6803, -1.5442], [-0.3649, 1.5874, -3.2484], [-2.1513, 1.2290, -3.9093], [0.6577, 0.2376, -4.1412], [0.2909, 3.1121, -4.2694], [0.5949, 3.7470, 4.8043], [0.2044, 4.6401, 3.3462], [1.6948, 3.7325, 3.4443], [-1.9472, 2.2183, 4.9030], [-2.3719, 1.0272, 3.6880], [-2.6584, 2.7267, 3.3788], [0.7892, 1.0632, 5.0431], [1.7764, 0.6930, 3.6431], [0.2672, -0.1630, 3.9109], [-1.4438, 4.1454, 2.1406], [-2.5931, 5.8254, 0.8251], [-2.7407, 5.5337, -1.6550], [-1.7176, 3.5972, -2.6789], [-2.5816, 0.4305, -3.3109], [-2.1652, 0.9091, -4.9501], [-2.8190, 2.0799, -3.8136], [0.0462, -0.6191, -4.3956], [1.4901, -0.1104, -3.5498], [1.0665, 0.6315, -5.0676], [0.0390, 4.0701, -3.8258], [-0.0940, 3.1062, -5.2878], [1.3746, 3.0677, -4.3347], [-0.1058, -3.2809, -3.3526], [-1.4453, -3.6144, -3.4618], [-2.3629, -2.9093, -2.7123], [-1.9394, -1.8854, -1.8491], [-0.6259, -1.6037, -1.7233], [0.2399, -2.2724, -2.4660], [-2.8767, -1.0620, -1.0762], [-4.2531, -1.1207, -1.3332], [-5.1297, -0.3014, -0.6572], [-4.6342, 0.5726, 0.2969], [-3.2775, 0.6161, 0.5621], [-2.3290, -0.1805, -0.1061], [0.6539, -3.7780, -3.9384], [-1.7735, -4.4091, -4.1237], [-3.4112, -3.1595, -2.7942], [1.2790, -1.9996, -2.3514], [-4.6566, -1.7879, -2.0842], [-6.1923, -0.3402, -0.8752], [-5.3149, 1.2253, 0.8293], [-2.9340, 1.3095, 1.3183]],
  "atomic_forces_ev_per_a": [[-0.495, 0.025, -0.063], [-0.627, 0.114, 0.368], [0.724, 0.109, 0.383], [-0.023, 0.503, 0.162], [-0.378, -0.220, 0.116], [0.165, 0.043, 0.113], [0.171, -0.045, 0.090], [-0.005, -0.128, 0.127], [-0.066, -0.070, 0.065], [0.241, 0.150, -0.208], [-0.801, 0.657, -0.393], [-0.017, 0.008, -0.017], [0.007, 0.019, 0.023], [-0.033, -0.025, -0.011], [-0.078, -0.026, -0.006], [1.281, -0.079, -0.516], [0.049, -0.133, -0.117], [0.240, -0.254, 0.046], [-0.059, 0.000, -0.012], [0.033, -0.048, 0.091], [0.075, 0.030, 0.033], [0.454, 0.493, 0.105], [-0.365, 0.186, -0.101], [0.270, -0.403, -0.216], [0.025, 0.062, -0.074], [-0.052, -0.119, -0.101], [0.105, -0.120, 0.043], [-0.035, -0.409, -0.023], [0.026, 0.058, -0.069], [0.082, 0.037, -0.015], [-0.040, 0.006, -0.012], [-0.080, 0.090, 0.038], [-0.091, 0.072, -0.213], [0.006, -0.023, -0.012], [-0.037, 0.012, 0.034], [-0.103, -0.027, 0.013], [-0.053, -0.041, -0.018], [-0.442, -0.397, -0.571], [0.128, -0.017, 1.646], [0.508, 0.159, -0.555], [-0.329, 0.383, -0.613], [0.109, -1.036, -0.503], [-0.146, 0.339, -0.173], [0.014, 0.011, 0.025], [-0.168, 0.269, -0.059], [-0.085, 0.169, -0.016], [-0.090, 0.087, -0.075], [0.122, -0.043, 0.013], [-0.074, -0.693, 0.698], [-0.251, -0.133, -1.506], [0.535, 0.240, 0.400], [-0.272, 0.190, 0.558], [-0.216, -0.142, 0.687], [-0.102, -0.157, 0.211], [-0.059, 0.272, -0.078], [0.270, -0.061, -0.123], [0.200, 0.070, 0.185], [-0.004, -0.222, -0.076], [-0.170, 0.118, -0.064], [-0.098, 0.206, 0.167], [0.255, 0.006, -0.064], [-0.120, -0.276, -0.032], [0.020, 0.013, 0.197], [0.005, -0.020, 0.030], [-0.039, 0.014, -0.007], [-0.022, 0.015, -0.157], [-0.087, -0.171, 0.129], [0.193, -0.019, -0.180], [-0.133, 0.180, 0.033], [-0.186, -0.206, -0.027], [0.180, -0.191, 0.063], [0.019, 0.254, -0.153], [-0.039, 0.222, 0.064], [-0.185, -0.174, -0.140], [0.167, -0.094, 0.006], [-0.073, 0.006, 0.004], [0.140, 0.071, 0.053], [-0.096, 0.085, 0.102], [0.043, -0.315, -0.282], [-0.390, 0.298, 0.389], [0.541, -0.248, -0.297], [0.045, 0.474, 0.606], [0.190, -0.121, -0.106], [-0.216, -0.035, -0.025], [-0.040, 0.063, 0.090], [0.299, -0.091, 0.019], [-0.484, -0.070, -0.330], [0.089, 0.011, 0.041], [0.011, 0.027, 0.011], [0.027, 0.071, 0.084], [-0.087, -0.027, -0.005], [0.023, -0.032, -0.062], [0.030, 0.001, -0.001], [-0.024, 0.073, 0.070], [0.049, 0.092, 0.044]],
  "lowdin_charge": [0.942, -0.191, -0.667, -0.199, -0.192, -0.047, -0.120, -0.122, -0.149, -0.650, 0.659, 0.112, 0.080, 0.086, 0.079, 0.869, 0.621, -0.725, -0.129, -0.101, -0.063, -0.144, -0.023, -0.612, -0.110, -0.076, -0.074, -0.188, 0.061, 0.091, 0.101, 0.104, 0.092, 0.101, 0.103, 0.100, 0.088, -0.180, 0.452, -0.174, -0.155, -0.148, -0.343, -0.093, -0.142, -0.139, -0.089, -0.326, -0.138, 0.460, -0.155, -0.159, -0.175, 0.010, -0.004, 0.014, 0.012, 0.018, 0.005, 0.032, 0.030, 0.013, 0.052, 0.080, 0.081, 0.051, 0.004, 0.015, 0.010, 0.013, -0.028, 0.028, 0.006, 0.016, -0.010, -0.069, -0.081, -0.021, -0.227, 0.095, -0.200, -0.227, -0.070, -0.122, -0.101, -0.106, -0.170, 0.102, 0.097, 0.092, 0.032, 0.085, 0.084, 0.090, 0.067]
}